Model one:
{
  "formula": "C7H9N3O2",
  "method": "wB97M-V/def2-TZVPD",
  "symbols": ["O", "C", "N", "C", "C", "N", "H", "H", "H", "H", "C", "C", "C", "C", "N", "O", "H", "H", "H", "H", "H"],
  "coordinates": [[-1.1814, -0.5021, 1.7151], [-1.8837, -0.4717, 0.7119], [-3.1576, -0.9774, 0.5448], [-3.6230, -0.7443, -0.7496], [-2.6524, -0.0925, -1.4082], [-1.5916, 0.0741, -0.5202], [-3.6520, -1.4459, 1.2845], [-4.6022, -1.0684, -1.0760], [-2.6188, 0.2633, -2.4286], [-0.7079, 0.5280, -0.7060], [0.5559, 3.1449, 0.0222], [1.3335, 1.9080, 0.1225], [1.9757, 0.8983, 0.1921], [2.7296, -0.3185, 0.3273], [3.3668, -0.7975, -0.6692], [4.0477, -1.9601, -0.4243], [-0.1325, 3.1021, -0.8294], [1.2252, 4.0100, -0.1142], [-0.0352, 3.3068, 0.9347], [2.7363, -0.8110, 1.3053], [3.9194, -2.2280, 0.5067]],
  "nbo_charge": [-0.6637, 0.7369, -0.5942, -0.0961, -0.0927, -0.5980, 0.4225, 0.2247, 0.2255, 0.4333, -0.6927, 0.0494, -0.0768, -0.0576, -0.0428, -0.5243, 0.2332, 0.2436, 0.2473, 0.1818, 0.4405],
  "lumo_ev": 0.752,
  "total_charge": 0,
  "orbital_gap_ev": 8.91,
  "smiles": "O=c1[nH]cc[nH]1.CC#C/C=N/O"
}

Model two:
{
  "formula": "C7H9N3O2",
  "method": "wB97M-V/def2-TZVPD",
  "symbols": ["C", "C", "C", "C", "C", "C", "C", "N", "N", "N", "O", "O", "H", "H", "H", "H", "H", "H", "H", "H", "H"],
  "coordinates": [[2.7991, 0.6813, -0.4624], [2.4583, -0.6553, -0.7702], [1.8945, 1.5509, 0.1335], [1.1643, -1.0368, -0.5318], [0.5946, 1.1448, 0.3464], [0.1860, -0.1645, -0.0147], [-1.2232, -0.4804, -0.2072], [-1.5784, -1.7702, -0.3401], [-1.8423, 0.1033, 1.7959], [-2.2614, 0.5320, -0.5475], [-3.3088, 0.0819, -0.8690], [-1.9019, 1.7194, -0.7204], [3.8342, 0.9353, -0.5538], [3.0492, -1.3912, -1.2101], [2.2723, 2.5358, 0.3381], [0.7449, -1.9462, -0.7827], [-0.2241, 1.7221, 0.6253], [-2.5901, -2.0214, -0.5550], [-1.0746, -2.4379, 0.2615], [-1.0235, -0.2392, 2.4316], [-1.9690, 1.1364, 1.6325]],
  "nbo_charge": [-0.1733, -0.2201, -0.2246, -0.1733, -0.1294, -0.1388, 0.4485, -0.8044, -0.9727, 0.5108, -0.3461, -0.4144, 0.2127, 0.2188, 0.2230, 0.2000, 0.2360, 0.4401, 0.4127, 0.3515, 0.3428],
  "lumo_ev": [-0.736, -0.747],
  "total_charge": 0,
  "orbital_gap_ev": [7.51, 7.54]
}

Relative energies, unit kcal/mol: model one 0.0; model two 67.2

Model one:
{
  "formula": "C2H10O2S2",
  "method": "wB97M-V/def2-TZVPD",
  "symbols": ["C", "C", "S", "S", "H", "H", "H", "H", "H", "H", "O", "H", "H", "O", "H", "H"],
  "coordinates": [[1.4023, -1.1466, -1.2779], [1.5371, -0.3225, -0.0123], [0.8265, 1.3313, -0.4333], [0.2620, 2.1501, 1.3529], [1.4845, -0.5069, -2.1474], [0.4469, -1.6914, -1.2391], [2.1493, -1.9452, -1.3277], [2.5580, -0.0420, 0.2819], [0.9861, -0.8105, 0.8192], [0.2745, 3.4908, 0.8670], [-1.2458, -1.0627, 1.7332], [-2.1815, -1.1838, 2.0185], [-1.3882, -0.6526, 0.9057], [-2.4073, 0.3936, -0.4940], [-3.0441, 1.0387, -0.1444], [-1.6601, 0.9599, -0.9023]],
  "nbo_charge": [-0.6282, -0.5054, 0.0157, -0.1492, 0.2127, 0.2244, 0.2234, 0.2181, 0.2498, 0.1533, -0.9593, 0.4680, 0.4847, -0.9759, 0.4764, 0.4915],
  "lumo_ev": 0.474,
  "total_charge": 0,
  "orbital_gap_ev": 8.71,
  "smiles": "CCSS.O.O"
}

Model two:
{
  "formula": "C2H10O2S2",
  "method": "wB97M-V/def2-TZVPD",
  "symbols": ["C", "S", "S", "C", "H", "H", "H", "H", "H", "H", "O", "H", "H", "O", "H", "H"],
  "coordinates": [[1.4178, 0.5142, -1.0428], [-0.2916, 0.5211, -1.6567], [-1.4486, 0.4747, 0.0822], [-0.9333, 2.0329, 0.9426], [1.5069, 1.3083, -0.3096], [1.5769, -0.3981, -0.4624], [2.0518, 0.5766, -1.9201], [-1.0825, 2.8666, 0.2632], [-1.5679, 2.1014, 1.8206], [0.1158, 1.8940, 1.1719], [0.8547, -1.2841, 1.5079], [0.3832, -2.0160, 1.1115], [0.0919, -0.7219, 1.6837], [-0.6401, -2.8039, -0.8427], [-1.5984, -2.9862, -0.9077], [-0.4367, -2.0797, -1.4415]],
  "nbo_charge": [-0.7549, 0.0605, 0.0475, -0.7246, 0.2146, 0.2593, 0.2333, 0.2272, 0.2328, 0.2150, -0.9546, 0.4853, 0.4643, -0.9655, 0.4770, 0.4829],
  "lumo_ev": 0.538,
  "total_charge": 0,
  "orbital_gap_ev": 9.32,
  "smiles": "CSSC.O.O"
}

Model three:
{
  "formula": "C2H10O2S2",
  "method": "wB97M-V/def2-TZVPD",
  "symbols": ["C", "S", "S", "C", "H", "H", "H", "H", "H", "H", "H", "H", "O", "H", "H", "O"],
  "coordinates": [[-1.0481, -0.6713, -1.5606], [-1.8669, -0.9641, -0.0452], [2.0592, -0.1270, 0.1339], [1.0779, -1.1840, 1.1580], [0.0289, -0.5909, -1.3458], [-1.2600, 0.2622, -2.0566], [-1.2431, -1.5136, -2.2192], [0.0632, -1.4817, 0.7643], [0.9310, -0.6561, 2.0969], [1.7311, -2.0120, 1.4248], [0.5980, 2.8212, -1.0065], [0.9647, 1.3796, -0.6583], [0.5690, 1.9317, -1.3658], [-0.8281, 0.5128, 0.8680], [-1.2233, 1.1317, 2.2501], [-0.5535, 1.1614, 1.5622]],
  "nbo_charge": [-0.8017, 0.1087, 0.1142, -0.7972, 0.2466, 0.2745, 0.2292, 0.2289, 0.2652, 0.2392, 0.4719, 0.4555, -0.9784, 0.4540, 0.4678, -0.9783],
  "lumo_ev": -3.843,
  "total_charge": 0,
  "orbital_gap_ev": 5.26
}

Relative energies, unit kcal/mol: model one 8.8; model two 0.0; model three 97.9

Model one:
{
  "formula": "C6H14N2",
  "method": "wB97M-V/def2-TZVPD",
  "symbols": ["C", "C", "C", "C", "N", "N", "C", "C", "H", "H", "H", "H", "H", "H", "H", "H", "H", "H", "H", "H", "H", "H"],
  "coordinates": [[0.1217, -0.3533, 0.6106], [-0.1872, 0.2283, -0.6875], [1.5655, 0.8767, -0.9529], [2.5815, -0.1964, -1.2665], [0.2230, 0.5013, 1.7351], [-1.0879, 1.3028, -0.7914], [-1.5226, -1.3607, 0.8161], [-2.7025, -0.9434, 1.2852], [0.8421, -1.1643, 0.5952], [-0.2866, -0.4987, -1.4881], [0.3190, -0.0226, 2.5953], [-0.6096, 1.0809, 1.7990], [-1.7952, 1.4081, -0.0771], [-1.4692, 1.4329, -1.7183], [1.3751, 1.5123, -1.8204], [1.9133, 1.5532, -0.1707], [-1.3744, -2.4418, 0.7411], [2.2026, -0.9040, -2.0097], [2.8619, -0.7542, -0.3662], [3.5059, 0.2356, -1.6693], [-2.9355, 0.1199, 1.3553], [-3.5408, -1.6125, 1.4851]],
  "nbo_charge": [0.0236, -0.0184, -0.4180, -0.6365, -0.8195, -0.8540, -0.2451, -0.4722, 0.2161, 0.1945, 0.3740, 0.3603, 0.3711, 0.3800, 0.1864, 0.2082, 0.1720, 0.1989, 0.1955, 0.2160, 0.1660, 0.2013],
  "lumo_ev": 1.056,
  "total_charge": 0,
  "orbital_gap_ev": 8.84
}

Model two:
{
  "formula": "C6H14N2",
  "method": "wB97M-V/def2-TZVPD",
  "symbols": ["H", "N", "C", "N", "C", "C", "C", "C", "C", "H", "H", "H", "H", "H", "H", "H", "H", "H", "H", "H", "H", "H"],
  "coordinates": [[1.9503, 2.5995, -0.6127], [1.1589, 1.9846, -0.4350], [1.4413, 0.8086, -0.1763], [3.1520, 0.2128, 0.1274], [0.9649, -0.3882, 0.4043], [-0.8728, -0.2866, 0.0482], [-1.1308, -0.3022, -1.4495], [-1.5147, 0.9141, 0.7247], [-1.3591, -1.5803, 0.6950], [3.4652, -0.2977, -0.6966], [3.7262, 1.0466, 0.2336], [1.2479, -1.3017, -0.1113], [1.0041, -0.4073, 1.4892], [-2.2065, -0.3830, -1.6604], [-0.7812, 0.6120, -1.9360], [-0.6468, -1.1579, -1.9316], [-2.6099, 0.8224, 0.7310], [-1.3042, 1.8498, 0.2011], [-1.1941, 1.0070, 1.7673], [-1.1538, -1.5970, 1.7700], [-2.4450, -1.6936, 0.5722], [-0.8921, -2.4619, 0.2454]],
  "nbo_charge": [0.3790, -0.6495, 0.5379, -0.9764, -0.4772, 0.0219, -0.6427, -0.6439, -0.6251, 0.3466, 0.3382, 0.2405, 0.2586, 0.2115, 0.2200, 0.2047, 0.2054, 0.2310, 0.2072, 0.2059, 0.2027, 0.2035],
  "lumo_ev": 0.832,
  "total_charge": 0,
  "orbital_gap_ev": 9.55,
  "smiles": "[H]/N=C(\\N)CC(C)(C)C"
}

Relative energies, unit kcal/mol: model one 17.6; model two 0.0